(1)
C10H5ClNO5W as an isolated structure. Source: the OMol25 dataset; level of theory: ωB97M-V/def2-TZVPD.

Geometry (Å):
O (-0.069, 3.372, -3.896)
C (-0.075, 2.620, -3.015)
W (-0.094, 1.220, -1.413)
O (-0.035, 3.365, 0.979)
C (-0.060, 2.582, 0.112)
C (0.001, -0.773, -2.290)
O (0.039, -1.950, -2.355)
C (1.922, 0.743, -1.265)
O (3.043, 0.434, -1.219)
C (-2.123, 0.860, -1.321)
O (-3.271, 0.656, -1.310)
H (0.075, 0.216, -3.164)
Cl (2.190, -0.607, 3.754)
C (0.963, -0.902, 2.595)
C (0.071, -1.968, 2.737)
C (-0.896, -2.141, 1.746)
C (-0.923, -1.257, 0.660)
N (-0.051, -0.253, 0.535)
C (0.876, -0.045, 1.485)
H (0.150, -2.625, 3.602)
H (-1.631, -2.943, 1.778)
H (-1.672, -1.386, -0.123)
H (1.570, 0.782, 1.387)

Properties
charge	+3
energy relative to the best compared isomer or geometry (same formula, charge and spin)	0.0	kJ/mol
multiplicity	3
LUMO level (alpha / beta)	-0.4912 / -0.5896	Ha

***

(2)
A 3-piece molecular cluster, C24H28ClN4 overall. Source: the OMol25 dataset; level of theory: ωB97M-V/def2-TZVPD.

Geometry (Å):
C (7.167, 18.224, 3.684)
N (8.543, 17.855, 4.039)
C (9.134, 18.466, 5.076)
C (10.397, 18.074, 5.512)
C (11.151, 17.186, 4.750)
C (10.538, 16.680, 3.606)
C (9.238, 16.961, 3.304)
C (12.522, 16.765, 5.169)
C (13.493, 17.750, 5.459)
C (14.779, 17.311, 5.704)
N (15.053, 16.009, 5.809)
C (14.095, 15.074, 5.750)
C (12.805, 15.441, 5.400)
C (16.460, 15.558, 6.007)
H (7.239, 18.857, 2.800)
H (6.700, 18.750, 4.515)
H (6.605, 17.309, 3.514)
H (8.517, 19.175, 5.616)
H (10.833, 18.587, 6.359)
H (11.088, 15.961, 3.011)
H (8.747, 16.479, 2.471)
H (13.246, 18.790, 5.316)
H (15.577, 18.033, 5.813)
H (14.452, 14.071, 5.936)
H (12.119, 14.610, 5.300)
H (16.602, 14.604, 5.512)
H (16.660, 15.416, 7.069)
H (17.133, 16.323, 5.635)
C (1.183, 11.332, 13.741)
N (1.550, 12.316, 12.700)
C (2.837, 12.684, 12.530)
C (3.207, 13.532, 11.500)
C (2.204, 13.947, 10.625)
C (0.872, 13.552, 10.792)
C (0.591, 12.724, 11.863)
C (2.534, 14.798, 9.454)
C (1.898, 14.637, 8.236)
C (2.125, 15.555, 7.226)
N (2.886, 16.641, 7.402)
C (3.567, 16.826, 8.565)
C (3.346, 15.936, 9.582)
C (3.108, 17.519, 6.235)
H (2.083, 11.059, 14.284)
H (0.825, 10.425, 13.255)
H (0.398, 11.697, 14.396)
H (3.492, 12.276, 13.286)
H (4.239, 13.811, 11.351)
H (0.070, 13.790, 10.111)
H (-0.405, 12.346, 12.046)
H (1.267, 13.779, 8.052)
H (1.589, 15.520, 6.288)
H (4.269, 17.645, 8.635)
H (3.824, 16.144, 10.531)
H (3.930, 17.139, 5.637)
H (3.368, 18.503, 6.620)
H (2.169, 17.596, 5.695)
Cl (6.566, 18.354, 7.259)

Properties
charge	+3
energy relative to the best compared isomer or geometry (same formula, charge and spin)	6.0	kJ/mol
LUMO level	-0.3102	Ha

***

(3)
C2H3ClFN as an isolated structure. Source: the OMol25 dataset; level of theory: ωB97M-V/def2-TZVPD.

Geometry (Å):
C (0.470, 0.369, 0.575)
C (-1.605, -0.194, -0.255)
N (-0.680, 0.669, 0.088)
F (-1.458, -1.514, 0.195)
Cl (-3.214, 0.351, 0.045)
H (1.205, 0.972, 1.064)
H (0.607, -0.691, 0.423)
H (-1.428, -0.242, -1.663)

Properties
charge	0
energy relative to the best compared isomer or geometry (same formula, charge and spin)	150.8	kJ/mol
LUMO level	0.0011	Ha

***

(4)
C18H50AlN6O12 as an isolated structure. Source: the OMol25 dataset; level of theory: ωB97M-V/def2-TZVPD.

Geometry (Å):
Al (-0.282, 0.548, 0.619)
C (0.213, -3.419, -1.341)
O (0.157, -2.072, -0.963)
H (0.583, -3.499, -2.363)
H (0.768, -4.100, -0.696)
H (-0.732, -3.960, -1.378)
C (2.598, 3.454, 0.952)
O (1.248, 3.217, 1.389)
H (2.636, 3.710, -0.107)
H (3.098, 4.220, 1.545)
H (3.195, 2.559, 1.127)
N (-2.408, 1.753, 3.367)
O (-1.534, 2.593, 3.220)
O (-2.030, 0.640, 3.096)
O (-3.550, 2.009, 3.790)
N (-2.609, 3.620, 0.175)
O (-1.796, 4.401, 0.604)
O (-3.640, 4.013, -0.406)
O (-2.523, 2.414, 0.361)
C (-4.838, -0.308, 0.352)
C (-3.941, -1.530, 0.259)
C (-4.636, -2.560, -0.694)
O (-4.812, -2.042, -2.033)
C (-5.680, -2.783, -2.916)
N (-2.673, -1.189, -0.410)
H (-4.773, 0.230, -0.594)
H (-4.554, 0.351, 1.173)
H (-5.875, -0.611, 0.495)
H (-3.843, -1.930, 1.268)
H (-5.543, -2.974, -0.255)
H (-3.969, -3.416, -0.792)
H (-6.618, -3.167, -2.516)
H (-5.308, -3.751, -3.250)
H (-5.895, -2.090, -3.730)
H (-2.878, -0.991, -1.379)
H (-2.088, -2.005, -0.511)
C (0.164, 3.896, -3.539)
C (-0.355, 2.629, -2.771)
C (-0.917, 1.475, -3.645)
O (-1.563, 0.431, -2.918)
C (-2.186, -0.462, -3.763)
N (0.619, 2.167, -1.695)
H (-0.639, 4.064, -4.256)
H (1.037, 3.667, -4.150)
H (0.263, 4.831, -2.987)
H (-1.150, 2.982, -2.114)
H (-0.057, 1.059, -4.169)
H (-1.614, 1.778, -4.426)
H (-1.560, -1.275, -4.130)
H (-2.822, 0.016, -4.508)
H (-2.937, -1.030, -3.215)
H (0.605, 3.063, -1.230)
H (1.482, 2.220, -2.217)
C (2.881, -1.049, 4.403)
C (1.862, -0.978, 3.269)
C (0.491, -1.618, 3.647)
O (-0.338, -1.706, 2.444)
C (-1.289, -2.679, 2.544)
N (1.680, 0.461, 2.990)
H (3.758, -0.438, 4.192)
H (3.217, -2.041, 4.706)
H (2.471, -0.415, 5.190)
H (2.287, -1.609, 2.488)
H (0.040, -1.030, 4.448)
H (0.685, -2.615, 4.042)
H (-0.955, -3.619, 2.985)
H (-1.788, -2.786, 1.581)
H (-2.141, -2.361, 3.144)
H (1.581, 0.900, 3.894)
H (2.562, 0.874, 2.725)
C (4.441, 0.999, -1.592)
C (3.937, -0.146, -0.782)
C (4.499, -0.307, 0.693)
O (5.892, 0.005, 0.632)
C (6.642, -0.354, 1.830)
N (2.530, -0.098, -0.825)
H (4.229, 0.880, -2.654)
H (5.513, 1.196, -1.550)
H (3.878, 1.858, -1.225)
H (4.210, -1.044, -1.335)
H (4.246, -1.254, 1.170)
H (4.108, 0.494, 1.321)
H (7.067, -1.344, 1.662)
H (5.994, -0.395, 2.705)
H (7.454, 0.297, 2.154)
H (2.318, 0.127, -1.786)
H (2.197, -1.051, -0.837)

Properties
charge	-1
LUMO level	-0.0406	Ha

***

| no. | total energy (Eh) |
| --- | --- |
| 1 | -1341.01711 |
| 2 | -1609.66892 |
| 3 | -692.73025 |
| 4 | -2189.05561 |